Density functional theory data (ωB97M-V/def2-TZVPD) for a cluster of 2 separate species, C19H31FO3S in total.

Structure (XYZ):
```
55
C19H31FO3S, DFT ωB97M-V/def2-TZVPD
C -2.539 4.672 -5.734
C -2.615 3.529 -4.617
C -1.184 2.831 -4.317
C -1.500 1.314 -3.951
C -0.214 0.414 -3.673
C -0.712 -1.123 -3.640
C -0.509 -1.707 -2.143
C -1.487 -2.921 -1.827
C -1.455 -3.432 -0.300
C -0.529 -2.550 0.642
C -0.608 -2.969 2.192
C 0.603 -2.179 2.896
O 0.591 -2.287 4.338
C -0.184 -1.302 4.943
O -0.595 -0.248 4.452
O -0.487 -1.547 6.323
S -2.157 -1.852 6.404
H -3.423 4.492 -6.437
H -1.599 4.573 -6.353
H -2.668 5.681 -5.246
H -3.104 3.873 -3.647
H -3.282 2.700 -5.019
H -0.726 3.416 -3.457
H -0.521 2.934 -5.228
H -2.116 1.322 -3.001
H -2.078 0.842 -4.810
H 0.601 0.572 -4.458
H 0.235 0.729 -2.671
H -0.152 -1.756 -4.389
H -1.836 -1.117 -3.810
H 0.576 -2.050 -2.095
H -0.665 -0.809 -1.460
H -1.288 -3.758 -2.578
H -2.555 -2.576 -2.046
H -2.520 -3.451 0.084
H -1.083 -4.503 -0.330
H 0.539 -2.628 0.282
H -0.891 -1.472 0.578
H -0.479 -4.098 2.293
H -1.615 -2.660 2.602
H 1.540 -2.733 2.546
H 0.718 -1.123 2.502
H -2.501 -2.597 5.288
F 5.494 -0.603 3.456
C 4.688 0.427 3.763
C 5.235 1.683 3.973
C 4.395 2.749 4.285
C 3.021 2.541 4.395
C 2.493 1.273 4.186
C 3.324 0.219 3.863
H 6.307 1.822 3.892
H 4.810 3.738 4.445
H 2.366 3.369 4.644
H 1.425 1.104 4.274
H 2.916 -0.769 3.693
```

Results
DFT total energy = -39897.830 eV
SMILES = CCCCCCCCCCCCOC(=O)OS.Fc1ccccc1
strongest force on any atom = 3.53 eV/Å
lowest unoccupied orbital energy = 0.2 eV
HOMO-LUMO gap = 9.413 eV


Density functional theory data (ωB97M-V/def2-TZVPD) for an isolated molecule of C19H32B2N2O6S.

Structure (XYZ):
```
62
C19H32B2N2O6S, DFT ωB97M-V/def2-TZVPD
C 2.795 -5.117 -1.785
C 1.648 -4.704 -1.926
C 0.111 -4.405 -1.694
C -0.221 -2.913 -2.182
C 0.865 -1.848 -1.645
C 0.170 -0.402 -1.344
C 1.350 0.626 -1.565
C 0.990 2.157 -1.754
C 0.731 3.004 -0.442
C 2.055 3.478 0.332
N 3.299 2.767 -0.069
C 4.290 2.841 1.006
C 4.020 2.211 2.452
O 5.387 3.380 0.855
O -0.741 -0.294 -2.465
S -2.038 0.699 -2.258
O -2.508 1.003 -3.633
O -3.330 -0.096 -1.563
C -3.126 -0.418 -0.170
C -4.463 0.006 0.613
C -5.634 -0.043 -0.458
C -6.479 -0.035 -1.345
C -1.788 0.204 0.484
B -2.014 -0.103 2.093
N -1.930 0.932 3.146
O -2.355 -1.437 2.537
C -0.448 -0.584 0.100
B 0.610 -0.429 1.342
C 1.104 -1.763 2.149
O 1.204 0.794 1.769
H 3.840 -5.351 -1.443
H -0.138 -4.414 -0.579
H -0.554 -5.186 -2.167
H -0.386 -2.836 -3.298
H -1.233 -2.667 -1.709
H 1.643 -1.783 -2.459
H 1.359 -2.290 -0.734
H 2.213 0.564 -0.835
H 1.823 0.324 -2.565
H 1.921 2.628 -2.229
H 0.175 2.360 -2.528
H 0.032 2.542 0.310
H 0.219 3.969 -0.784
H 2.228 4.587 0.102
H 1.823 3.435 1.435
H 3.752 3.194 -0.886
H 3.786 1.107 2.407
H 3.111 2.709 2.931
H 4.890 2.459 3.138
H -2.998 -1.551 -0.109
H -4.774 -0.753 1.399
H -4.456 1.068 0.991
H -7.312 0.351 -1.993
H -1.739 1.331 0.445
H -1.160 0.724 3.795
H -1.803 1.851 2.705
H -3.299 -1.484 2.778
H -0.754 -1.687 0.165
H 1.023 -1.575 3.272
H 2.208 -1.904 1.928
H 0.486 -2.656 1.846
H 0.522 1.416 2.093
```

Results
DFT total energy = -47670.470 eV
strongest force on any atom = 3.17 eV/Å
lowest unoccupied orbital energy = -0.1 eV
HOMO-LUMO gap = 9.371 eV


Density functional theory data (ωB97M-V/def2-TZVPD) for a structure of composition C19H32Br27ClNO4P2Si.

Structure (XYZ):
```
87
C19H32Br27ClNO4P2Si, DFT ωB97M-V/def2-TZVPD
C 0.921 -0.693 2.927
C 0.612 0.469 3.025
C 0.171 1.867 2.608
O 1.201 2.637 2.068
P 1.334 2.428 0.334
C 1.090 4.276 -0.057
Cl -0.277 5.043 0.877
C 2.345 5.177 0.088
C 3.205 4.927 1.346
Si 1.602 1.694 -1.799
C 3.317 2.274 -2.386
C 0.182 2.189 -2.969
C 1.655 -0.226 -1.811
O -0.401 2.020 0.244
C -0.968 1.922 1.502
P -2.290 0.671 1.728
N -2.690 0.684 3.260
O -1.844 -0.845 1.298
O -3.645 1.096 0.884
H 1.278 -1.701 2.763
H -0.149 2.319 3.554
H 2.784 2.442 0.358
H 1.491 1.008 0.661
H 0.793 4.331 -1.114
H 1.970 6.211 0.168
H 2.951 5.169 -0.830
H 3.779 5.843 1.572
H 2.585 4.748 2.233
H 3.925 4.121 1.180
H 3.657 1.789 -3.318
H 3.411 3.368 -2.458
H 4.040 1.950 -1.618
H 0.283 1.804 -3.999
H 0.005 3.270 -3.044
H -0.731 1.726 -2.558
H 1.807 -0.638 -0.805
H 2.500 -0.536 -2.444
H 0.693 -0.573 -2.213
H -1.502 2.850 1.805
H -2.545 -0.244 3.641
H -2.665 -1.395 1.353
H -3.490 1.898 0.365
C 2.165 -4.775 1.139
Br 0.876 -3.351 1.341
Br 3.186 -4.584 -0.489
Br 3.315 -4.928 2.685
H 1.612 -5.702 1.059
C 1.218 -3.342 -4.207
Br -0.475 -3.371 -3.288
Br 1.519 -4.971 -5.201
Br 1.400 -1.781 -5.329
H 1.990 -3.284 -3.450
C -4.308 -3.299 -1.742
Br -4.017 -3.495 -3.641
Br -3.426 -4.699 -0.745
Br -3.805 -1.554 -1.103
H -5.371 -3.413 -1.574
C -6.016 1.561 4.008
Br -6.323 0.746 5.731
Br -7.225 0.874 2.668
Br -6.095 3.488 4.106
H -5.004 1.292 3.700
C -4.209 -3.764 3.255
Br -2.336 -4.156 3.467
Br -4.460 -2.068 2.377
Br -5.151 -5.198 2.369
H -4.635 -3.676 4.245
C -0.888 -7.740 5.428
Br -0.292 -7.308 7.210
Br 0.272 -6.983 4.087
Br -1.111 -9.643 5.188
H -1.861 -7.286 5.298
C 7.364 0.662 -1.191
Br 5.999 0.817 0.163
Br 7.679 -1.181 -1.681
Br 6.972 1.754 -2.730
H 8.283 1.037 -0.764
C 2.370 -2.991 -8.859
Br 4.250 -3.365 -8.647
Br 2.071 -1.378 -9.877
Br 1.424 -4.492 -9.617
H 1.966 -2.825 -7.868
C -4.370 6.247 0.857
Br -3.081 6.430 2.275
Br -3.905 7.296 -0.695
Br -4.652 4.394 0.392
H -5.306 6.634 1.235
```

Results
DFT total energy = -1960024.256 eV
total charge = -1
strongest force on any atom = 2.93 eV/Å
lowest unoccupied orbital energy = 1.1 eV
HOMO-LUMO gap = 5.448 eV


Density functional theory data (ωB97M-V/def2-TZVPD) for a structure of composition C19H32Br3F9N8O6S2.

Structure (XYZ):
```
79
C19H32Br3F9N8O6S2, DFT ωB97M-V/def2-TZVPD
N 7.144 -3.938 1.258
C 6.326 -3.167 0.446
N 5.772 -3.816 -0.814
N 6.082 -1.733 0.880
C 4.936 -1.087 0.133
C 4.250 0.157 1.000
C 2.849 0.557 0.179
C 1.689 -0.474 0.809
N 0.390 -0.369 0.066
Br 0.469 -0.763 -1.805
C -0.848 -0.004 0.605
N -0.885 0.270 2.083
C -2.189 0.781 2.604
C -2.174 0.606 4.251
C -2.822 -0.799 4.789
F -4.077 -1.214 4.121
Br -3.334 -0.475 6.737
C -1.795 -2.077 4.816
F -1.499 -2.674 3.491
F -0.557 -1.764 5.620
Br -2.779 -3.537 5.848
N -1.977 0.056 -0.383
C -2.488 1.417 -0.707
C -4.014 1.766 -0.234
C -5.042 1.430 -1.485
N -6.296 0.751 -0.960
C -2.984 -1.031 -0.284
C -2.354 -2.555 -0.028
C -3.694 -3.507 0.282
C -3.475 -5.064 -0.177
O -3.971 -5.457 -1.376
O -2.730 -6.081 0.611
H 7.176 -4.885 0.775
H 5.735 -3.135 -1.606
H 4.755 -4.030 -0.596
H 6.947 -1.151 0.692
H 4.095 -1.910 -0.062
H 5.237 -0.684 -0.929
H 4.931 1.123 0.994
H 3.957 -0.177 2.091
H 2.497 1.651 0.399
H 3.084 0.341 -0.951
H 1.667 -0.242 1.951
H 2.073 -1.596 0.693
H -0.455 -0.492 2.659
H -2.358 1.936 2.362
H -3.148 0.231 2.226
H -2.771 1.494 4.780
H -1.032 0.650 4.591
H -1.779 2.202 -0.152
H -2.314 1.609 -1.864
H -4.399 1.184 0.704
H -4.119 2.912 -0.014
H -4.558 0.707 -2.268
H -5.345 2.415 -2.088
H -6.649 1.402 -0.209
H -5.956 -0.131 -0.499
H -3.531 -1.113 -1.340
H -3.833 -0.910 0.507
H -1.861 -3.005 -0.994
H -1.695 -2.630 0.936
H -4.675 -3.001 -0.155
H -3.801 -3.488 1.467
H -2.560 -5.763 1.549
C 1.381 2.661 -2.044
F 1.198 1.413 -1.522
F 0.133 3.165 -2.279
F 1.904 3.423 -1.036
S 2.427 2.670 -3.538
O 1.703 1.835 -4.496
O 3.709 2.119 -3.089
N 2.386 4.235 -3.796
S 3.234 4.653 -5.069
O 2.701 4.242 -6.370
O 4.690 4.546 -4.942
C 2.900 6.443 -4.984
F 3.328 6.998 -3.810
F 1.566 6.728 -5.063
F 3.502 7.151 -5.983
```

Results
DFT total energy = -300667.674 eV
strongest force on any atom = 9.12 eV/Å
lowest unoccupied orbital energy = -2.1 eV
HOMO-LUMO gap = 6.890 eV